No. 1
Here is a 3-piece molecular cluster, C30H63F4N7O5P2S2 overall in a non-equilibrium geometry from the Open Molecules 2025 dataset. Energies are from the ωB97M-V functional and the def2-TZVPD basis.

```
113
Properties=species:S:1:pos:R:3:lowdin_charge:R:1
O -0.90264 4.02227 -4.62811 -0.27
H -1.46840 3.42931 5.31907 0.08
C -1.12507 -1.83849 6.37270 -0.13
N -1.11388 -0.77720 5.37800 -0.30
C -5.87133 -2.89731 -0.68713 -0.13
P -3.07754 -3.31957 -0.03350 0.79
H 2.24557 -0.84010 7.93357 0.08
H 1.12309 -2.05533 -4.41404 0.07
H 1.82155 -3.27000 0.36471 -0.14
H 0.82407 5.66326 -3.15088 0.08
H -0.70503 1.02626 7.80065 0.05
H 5.02429 2.49094 -4.92051 0.10
H -1.74862 -5.47409 1.08170 0.07
C 3.52198 -1.36758 0.42510 -0.56
H 3.69484 3.72611 -1.58564 0.12
C 1.86788 5.49042 -2.76060 -0.05
C 3.78218 1.17194 0.07378 -0.20
N -3.32016 -2.23536 -1.40056 -0.32
H 4.96439 2.77348 -2.43837 0.13
N 3.87054 0.81207 -1.36402 -0.02
O 0.79807 2.49908 -2.78400 -0.18
H -2.60179 -1.83836 4.25421 0.07
H 2.64494 -2.47442 -3.58355 0.08
F -2.11237 1.46338 -5.37126 0.13
H -0.18778 3.92189 -1.58719 0.13
H -0.58661 2.71586 3.97777 0.07
C 2.93766 0.06118 0.80648 -0.24
C 2.46135 5.55900 -5.27224 -0.05
P 0.26793 0.27064 4.95032 0.80
C 2.67248 -0.83793 5.55056 -0.15
H 3.29428 0.05454 5.69710 0.08
H -2.14154 2.02176 4.47562 0.07
N -4.84511 -3.47642 0.16634 -0.30
H -3.41638 -1.89132 -3.48252 0.08
H 4.59175 3.65294 -7.27161 0.10
H 2.94844 5.59006 -7.45688 0.10
H -1.79133 -0.55169 3.37367 0.07
H -4.37362 -3.21314 -2.96860 0.05
F -3.57902 1.59023 -3.74052 0.12
H -2.19391 -0.70205 -0.44784 0.07
H -1.12532 -1.43616 7.38390 0.06
C -2.36860 -1.11395 -1.44362 -0.16
H -1.39823 2.55316 7.39090 0.09
H 2.65265 -1.44974 -5.14727 0.07
H 1.86712 4.81216 -1.87232 0.05
H 3.15848 -1.66684 6.07160 0.08
H -2.31047 -6.85384 0.15139 0.08
H 3.42496 -1.61391 -0.65729 0.05
H 1.71944 2.83270 -0.97014 0.13
H -0.93115 -2.06998 3.68404 0.08
H -0.30941 -2.55611 6.24912 0.09
C 2.87344 0.84525 -3.60344 -0.21
C 1.61649 1.97972 -1.71265 -0.14
F 4.13481 0.35517 -4.06052 -0.04
H 2.67267 -1.08328 4.48801 0.05
H 1.73340 6.40068 -5.33116 0.11
O 1.45450 1.10541 4.46300 -0.30
H 1.98558 -0.70721 -2.20195 0.10
H -5.01211 -2.02214 1.72420 0.08
H 4.83704 0.76607 -1.68048 0.12
H -4.15358 -5.11791 -2.32156 0.05
C -1.63618 -1.34808 4.11156 -0.15
C 3.59863 3.76290 -3.81560 -0.15
C 3.06617 1.67623 -2.24780 -0.35
N 1.30154 -0.62953 6.05642 -0.33
N -0.49975 1.59222 5.76151 -0.32
H -4.87643 -5.89628 -0.90496 0.08
H 1.84995 0.04050 0.53721 0.09
H -4.50546 -3.63481 2.25969 0.07
H -2.75221 -0.30818 -2.05847 0.05
C -2.24998 1.65335 -4.03344 -0.56
H -1.40076 -1.42165 -1.86231 0.08
S 2.64748 -2.73812 1.33793 0.63
H 2.34974 6.48014 -2.51275 0.09
C -3.92872 -5.66085 -1.40835 -0.14
C -2.60496 -5.87557 0.53500 -0.14
H 3.45407 2.22292 0.27788 0.11
C -5.16109 -3.09655 1.56462 -0.15
F -1.59428 0.63215 -3.39224 0.07
H 4.83387 1.09058 0.48476 0.13
H 0.57110 -0.50902 8.05037 0.05
H 4.61370 -1.33696 0.70784 0.08
H 2.99350 0.13173 1.93340 0.10
C 4.07725 3.97994 -6.33143 -0.08
C 4.30374 3.33508 -5.05062 -0.04
H 0.85332 -0.03802 -3.40924 0.10
C 1.45025 -0.25910 7.45956 -0.15
C -3.42232 -2.72255 -2.77223 -0.13
H 1.13714 1.13880 -1.14982 0.12
H -0.84332 2.15907 -1.56144 0.13
C 2.15052 -1.64960 -4.17038 -0.09
C 3.86676 3.03851 -2.46424 -0.07
N -2.99369 -4.96762 -0.54559 -0.32
O -1.56431 -3.09938 -0.05142 -0.30
H -2.22621 1.07381 6.89592 0.08
H -2.06100 -2.40283 6.30954 0.09
C -1.23788 1.54096 7.00698 -0.14
C 3.14261 5.10578 -6.47290 -0.08
H 1.68429 0.80567 7.58935 0.09
C -0.39028 2.98826 -2.17458 -0.23
C -1.21137 2.48149 4.84281 -0.15
H -6.18665 -3.35504 1.83484 0.08
H -2.60176 -3.40177 -3.03779 0.09
C 1.92458 -0.36473 -3.27471 -0.18
H -5.74333 -1.82377 -0.85070 0.09
O -2.68163 4.09988 -2.96534 -0.29
S -1.57738 3.33863 -3.53902 0.80
C 2.68390 4.90478 -3.97216 -0.18
H -5.93834 -3.41988 -1.63941 0.07
H -3.42636 -6.02423 1.25196 0.08
H -3.49681 -6.60745 -1.74705 0.09
H -6.85857 -3.03730 -0.23564 0.09
H 2.40007 1.44997 -4.41310 0.15
```

* Kohn-Sham gap: 0.2565 Ha
* net charge: 0
* lowest unoccupied orbital energy: -1.22 eV
* SMILES string: CC[C@H](F)[C@](COCS(=O)(=O)C(F)(F)F)(Cc1ccccc1C)NCCCS.CN(C)P(=O)(N(C)C)N(C)C.CN(C)P(=O)(N(C)C)N(C)C
* HOMO: -8.19 eV
* spin multiplicity: 1

No. 2
Here is a 5-piece molecular cluster, C30H65BN5O11P overall in a non-equilibrium geometry from the Open Molecules 2025 dataset. Energies are from the ωB97M-V functional and the def2-TZVPD basis.

```
113
Properties=species:S:1:pos:R:3:lowdin_charge:R:1
H -3.34724 -3.99427 2.02909 0.08
C -9.08838 -8.06975 1.94254 -0.11
O 0.11799 2.20147 -0.07602 0.03
C -0.96884 -2.74431 0.03010 -0.10
H -0.08071 -5.46371 1.32004 0.07
C 2.19398 3.23131 -0.03007 -0.24
C -6.02816 -0.52271 -2.42202 -0.11
O -0.10153 -3.04568 1.11604 -0.20
H -0.47403 5.53404 -3.97463 0.08
O 4.18245 4.17049 1.50041 0.12
C 2.71988 6.40879 -0.65847 -0.02
H -2.51790 -4.98447 0.82093 0.06
H -7.22289 -8.05823 3.69083 0.12
H 2.69477 0.78443 1.71861 0.11
C 2.32736 7.80405 -0.60469 -0.08
H -4.93832 -7.67057 0.78182 0.07
C -0.13716 4.93480 -3.07877 -0.05
H 10.32174 5.37327 1.10724 0.08
O -8.64331 -6.93576 2.66597 -0.19
C -6.05338 -2.88305 -2.78431 -0.21
C -1.34315 -4.58211 2.62617 -0.43
H 0.45320 -5.52020 2.82780 0.07
H -1.50572 -2.39551 2.50735 0.11
O 1.17253 4.03568 0.59117 0.04
H 5.56869 2.44561 0.14068 0.05
C -0.59596 0.96558 2.71758 -0.10
N -0.39169 -5.64226 2.27384 0.04
C -4.62907 -3.40197 -2.51191 -0.43
C -6.19506 -6.73648 2.27177 -0.43
H 3.45998 3.90341 -1.76595 0.13
C 2.36956 3.91897 -1.46536 -0.04
H -10.17969 -8.06111 1.94515 0.09
H 2.49701 -1.47170 -1.15031 0.09
N 4.58674 2.16248 0.05016 0.18
C -0.10517 3.55040 0.25136 -0.46
C 0.40977 7.28988 -2.13787 -0.04
C 9.27141 5.10469 0.97078 -0.07
H -1.35726 -3.66460 -0.40992 0.07
H -4.54476 -4.38671 -2.98425 0.13
C 1.15105 8.25352 -1.34465 -0.08
C 9.97804 3.93425 -1.19642 -0.21
O 0.46779 -0.08343 -1.56881 -0.27
H -8.76148 -8.01139 0.90222 0.07
O 2.78398 -0.68985 -0.63413 -0.16
H -6.71744 0.22227 -2.02062 0.09
H 4.52608 3.62626 2.23600 0.12
C 1.63463 0.99536 1.42817 -0.12
H -5.82525 -8.81977 1.78358 0.08
H -5.03175 -0.28705 -2.04258 0.07
H 9.65612 6.57174 -3.09529 0.09
H -1.55538 -4.65627 3.69850 0.13
H 8.84756 4.91414 1.95916 0.08
H 7.62065 2.77711 -0.72521 0.07
H -3.40180 -1.58865 -2.56480 0.06
C -7.34904 -7.06783 3.23616 -0.20
H -5.05720 -4.21449 -0.69510 0.06
H 1.16020 -0.00770 1.21986 0.11
N -6.44954 -5.49457 1.53137 0.05
H -2.57822 -3.04316 -3.09641 0.07
H 2.87731 8.54931 0.01872 0.10
C 1.94797 5.44087 -1.45893 -0.13
H 8.74749 5.96974 0.56208 0.06
H -1.26250 1.51407 3.43588 0.08
H -7.31788 -6.34402 4.05660 0.12
B 3.68753 3.24038 0.56088 -0.51
H -6.64945 -7.93066 0.49406 0.06
H 1.34542 1.31384 3.62889 0.11
H 10.72461 6.30222 -1.70770 0.09
O 2.52316 1.07249 -2.61651 -0.14
H 3.47158 0.84702 -2.54522 0.08
H -0.52963 -0.10576 3.06676 0.07
H 8.97618 6.62800 -1.47205 0.07
H 7.43166 4.35948 -0.88046 0.08
H -1.79075 -2.08840 0.32840 0.09
C 9.13401 3.86743 0.08947 -0.43
C 1.49372 1.83141 0.07945 -0.34
H -6.56807 -4.73615 2.19950 0.08
H 0.36189 4.02241 -3.48315 0.07
C -3.53779 -2.52148 -3.11398 -0.07
H 10.02240 2.92623 -1.62081 0.12
O -1.11361 4.15054 0.22781 0.21
H 3.60924 6.10496 -0.04859 0.11
H -4.61379 -2.67721 -0.62818 0.07
H -5.29371 -6.59536 2.87731 0.12
H 1.80377 3.42872 -2.29320 0.09
H 9.49651 3.01510 0.67367 0.14
H 0.75830 9.29942 -1.33894 0.10
C 0.85529 1.61005 2.65558 -0.20
N 7.71313 3.64861 -0.20620 0.04
H 4.37964 1.29609 0.55152 0.06
O 9.42153 4.74886 -2.21727 -0.19
H -6.19850 -2.64003 -3.84456 0.12
H -1.11174 0.94867 1.72455 0.08
C -5.89429 -7.85341 1.27781 -0.07
H -6.04499 -0.45615 -3.51344 0.09
H 0.02355 -3.00288 3.12257 0.12
O -6.44639 -1.79536 -1.95960 -0.19
C 0.77793 5.85675 -2.22051 -0.19
H -3.76203 -2.27614 -4.15539 0.08
C 9.71837 6.13019 -2.09945 -0.10
H 0.79582 2.72571 2.66560 0.11
H -0.50188 7.61941 -2.68620 0.10
H -8.74939 -9.00541 2.39576 0.09
H -0.38344 -2.23435 -0.73628 0.06
P 1.78589 0.52216 -1.23819 0.63
H -3.14503 -5.72832 2.27950 0.06
H -7.37025 -5.58215 1.10316 0.07
H -6.75422 -3.69136 -2.55272 0.12
N -4.37455 -3.56059 -1.07666 0.05
C -2.65757 -4.83070 1.89130 -0.08
C -0.75278 -3.18210 2.37048 -0.22
H -1.06966 4.70542 -2.49266 0.09
H 11.01335 4.22777 -0.98436 0.12
```

* Kohn-Sham gap: 0.3206 Ha
* net charge: 0
* lowest unoccupied orbital energy: 0.11 eV
* SMILES string: CCC[C@@]1(P(=O)(O)O)OC(=O)O[C@@]1(Cc1ccccc1C)B(N)O.COC[C@@H](C)N.COC[C@@H](C)N.COC[C@@H](C)N.COC[C@@H](C)N
* HOMO: -8.62 eV
* spin multiplicity: 1